No. 1
ORCA calculation (the ωB97M-V functional and the def2-TZVPD basis) on a molecular structure, C24H46BF2N4O7S5Si4Y at a distorted geometry.

Geometry as XYZ:
```
94
Properties=species:S:1:pos:R:3:forces:R:3:mulliken_charge:R:1
Y 11.1268 12.1893 16.5759 0.70 0.42 0.59 1.162
O 11.5294 13.2870 20.6299 -0.12 2.40 -1.08 0.475
S 11.6683 14.0891 19.1684 -1.42 -2.07 1.53 1.221
O 11.6871 15.5035 19.4383 -0.12 -0.30 -0.05 -0.663
O 12.8404 13.4596 18.6008 -0.37 0.55 -0.50 -0.738
O 10.4279 13.6170 18.4153 1.28 0.55 0.45 0.074
S 11.3295 10.1590 9.7798 -0.05 -0.30 -0.65 -0.266
C 11.3421 10.6220 11.4597 -0.49 -0.21 1.33 0.427
C 10.1638 11.1729 11.9677 0.37 -0.13 -0.03 -0.597
C 10.1412 11.4794 13.3303 0.21 0.19 -0.06 -0.370
N 11.1935 11.3110 14.1288 -0.10 -0.07 -0.55 0.477
C 12.2999 10.7037 13.6370 -0.64 0.55 0.55 -0.657
C 12.4138 10.3034 12.3282 -0.84 0.04 -1.03 -0.582
C 12.8108 10.9647 9.2727 0.07 0.53 0.29 0.198
C 13.0486 12.3039 9.5791 0.20 0.37 -0.65 -0.155
C 14.2610 12.8603 9.1459 -0.75 -0.33 0.90 -0.378
N 15.1913 12.1576 8.5385 1.01 -0.26 -0.80 -0.605
C 14.9596 10.8846 8.2390 -0.33 -0.06 0.47 -0.333
C 13.7766 10.2480 8.5993 0.52 -0.28 -0.65 -0.179
H 9.3067 11.3436 11.2979 0.49 0.04 0.53 0.377
H 9.2638 11.9230 13.7952 0.07 -0.03 -0.18 0.206
H 13.0637 10.5838 14.3816 0.37 -0.17 0.15 0.553
H 13.2424 9.7086 11.9346 -0.07 0.47 0.33 0.394
H 12.2942 12.9229 10.0595 0.22 -0.16 0.15 0.389
H 14.5462 13.8771 9.3790 -0.32 0.18 0.03 0.431
H 15.7733 10.3305 7.7724 -0.18 0.12 -0.06 0.332
H 13.6122 9.2089 8.3362 0.03 0.03 0.15 0.375
O 11.7734 10.4466 18.7558 -0.19 -0.04 -2.06 1.242
O 10.5421 10.1659 16.7716 -0.19 -0.72 0.16 -0.987
C 7.3453 15.2561 19.1320 1.10 -0.72 0.10 -0.804
N 7.0998 14.5308 17.8868 -0.05 -0.31 -1.11 -0.145
C 7.5016 13.2494 17.6415 -0.73 -0.47 0.46 0.022
S 8.1106 12.7873 16.1345 -0.13 0.13 0.15 -0.326
N 7.2581 12.3028 18.6098 -0.09 0.30 -0.09 0.175
C 5.9795 12.1326 19.3296 0.14 -0.02 0.11 -0.935
H 8.3878 15.6441 19.1053 -0.64 -0.07 0.17 0.258
H 7.2530 14.6056 20.0155 0.04 0.11 -0.47 0.175
H 6.6266 16.0440 19.2102 -0.35 0.60 0.10 0.402
H 7.1255 15.1018 17.0207 0.33 -0.59 1.04 0.313
H 7.7431 11.4252 18.4426 -0.10 0.29 -0.14 0.107
H 5.6463 13.0657 19.8105 0.16 -0.34 -0.30 0.333
H 6.1440 11.3860 20.1252 0.01 0.37 -0.31 0.276
H 5.1614 11.7359 18.6765 0.64 0.43 0.25 0.305
F 11.3891 8.2656 18.0115 -0.23 0.73 -0.73 -0.141
B 11.2517 9.6384 17.7772 -0.30 -0.55 0.64 -0.586
F 12.9943 11.4229 16.3768 0.38 0.33 -0.42 -0.734
C 12.7947 17.4677 12.9632 -0.11 0.56 0.34 -0.694
O 11.8626 16.9434 13.9206 0.16 -0.32 -0.15 -0.271
C 11.7032 15.5940 13.9491 -0.57 -0.12 0.77 -0.177
S 12.4508 14.5949 12.8917 0.94 -0.60 -1.25 -0.325
S 10.6433 14.9658 15.1364 -0.09 0.53 0.31 -0.096
H 12.8580 18.5437 13.2057 -0.06 -0.43 -0.07 0.215
H 12.4154 17.3553 11.9363 0.26 -0.18 0.32 0.290
H 13.7886 17.0087 13.0856 -0.46 0.06 -0.21 0.307
C 12.0809 12.9043 23.3565 0.75 -0.10 -0.39 -0.480
Si 10.8059 13.5705 22.1420 0.88 -3.46 -0.10 -0.287
C 9.2491 12.4980 22.0765 -0.66 -0.20 0.08 0.183
C 10.4546 15.1869 22.8693 -1.07 2.76 -0.22 -1.210
Si 11.9441 10.0708 20.3642 -1.72 0.37 4.00 -0.291
Si 14.1504 10.1536 20.9160 -1.57 -1.18 -1.87 0.411
C 14.6392 9.2391 22.4862 0.26 -0.45 0.58 -1.119
C 14.7897 11.9006 20.7939 0.56 0.56 0.10 -0.784
C 14.6384 9.2122 19.2862 0.99 0.45 -0.11 -1.263
Si 10.5634 8.3527 21.2861 1.26 1.74 -1.95 0.864
C 10.3243 8.6469 23.1231 0.21 -0.65 1.08 -1.306
C 11.3562 6.6503 20.9716 -0.41 -0.99 0.58 -1.417
C 8.8301 8.5757 20.4187 0.27 -0.79 0.21 -1.043
H 11.6972 12.6570 24.3606 -0.01 0.20 -0.31 0.385
H 12.8694 13.6944 23.4424 -0.41 -0.57 0.10 0.244
H 12.5402 11.9983 22.9137 -0.24 0.38 0.27 -0.399
H 8.4748 12.8969 22.7606 -0.05 0.22 -0.44 0.536
H 9.3255 11.4319 22.3885 0.64 0.75 -0.43 -0.484
H 8.9059 12.4824 21.0140 -0.01 0.06 0.73 -0.172
H 11.0301 15.4697 23.7820 -0.30 -0.49 -0.73 0.277
H 9.3634 15.2797 23.1038 0.77 -0.09 -0.08 0.319
H 10.6429 15.9770 22.1034 -0.05 -0.27 0.51 0.334
H 14.0957 9.6429 23.3586 0.12 -0.05 -0.30 0.330
H 15.7137 9.3741 22.6957 -0.16 -0.15 0.03 0.371
H 14.4121 8.1442 22.4520 0.19 0.86 -0.18 0.245
H 14.6423 12.4582 21.7290 -0.20 -0.04 -0.18 0.143
H 14.3087 12.4564 19.9600 0.18 -0.49 0.58 0.040
H 15.8712 11.9098 20.6253 0.16 0.01 -0.12 0.434
H 13.9130 8.4212 19.0112 0.32 0.58 0.26 0.245
H 15.6186 8.7321 19.4294 0.13 0.01 -0.39 0.434
H 14.7082 9.9635 18.4468 -0.07 -0.79 0.72 0.160
H 11.2888 8.9487 23.6206 -1.00 0.04 -0.46 0.175
H 9.9937 7.7158 23.6386 0.20 0.27 -0.26 0.477
H 9.5045 9.3606 23.2973 0.57 0.09 0.00 0.250
H 11.2085 6.0016 21.8783 0.28 0.16 -0.70 0.385
H 12.4358 6.7451 20.7249 -0.80 0.04 0.34 0.247
H 10.8668 6.1582 20.1152 0.14 0.04 0.18 0.280
H 8.1736 9.2740 20.9697 0.38 -0.16 -0.28 0.133
H 8.3087 7.6020 20.3406 0.02 0.31 0.00 0.429
H 9.0212 8.9256 19.3901 -0.19 0.01 0.38 0.153
```
Forces are in eV/Å.

- HOMO level (alpha / beta) (eV) = 1.25 / 1.25
- net charge = -2
- relative energy (zero: lowest compared OMol25 entry of this formula, charge and spin) (kcal per mole) = 0.0



No. 2
ORCA calculation (the ωB97M-V functional and the def2-TZVPD basis) on 3 unconnected molecules or ions with the total composition C39H60FI2N3O3S at a distorted geometry.

Geometry as XYZ:
```
109
Properties=species:S:1:pos:R:3:forces:R:3:mulliken_charge:R:1
C -3.4372 1.1237 -2.4823 -0.18 -0.66 0.89 -1.001
C -2.1574 0.6516 -1.6659 -0.29 0.44 -0.36 -0.576
C -0.7994 1.2265 -2.2652 -0.28 -0.66 0.54 0.645
C -0.5904 2.7040 -1.7704 -1.12 -1.10 0.68 -0.424
O 0.7836 3.1188 -1.6982 -0.26 0.33 -1.57 -0.690
C 1.3704 3.2213 -2.9558 1.46 -0.22 -2.03 0.091
C 1.0096 4.2290 -3.9447 0.13 -0.06 -0.48 0.260
C -0.1157 5.3035 -3.6690 0.73 -0.23 -0.21 -1.095
C -1.3058 5.2014 -4.7141 0.17 0.01 -0.50 -0.659
C -1.5467 3.7428 -5.2708 0.67 0.38 -0.05 -0.568
I -3.5882 3.4697 -6.0269 0.81 0.11 0.34 -0.015
C 1.6518 4.3314 -5.2713 0.94 -1.98 1.78 -0.127
C 2.7248 3.4136 -5.6141 -0.68 -0.47 1.17 0.464
C 3.5260 3.4134 -6.9641 -0.27 1.56 0.99 -0.591
C 3.1596 4.6847 -7.8219 0.32 -0.93 0.10 -0.575
F 3.4108 5.8924 -7.1098 -0.41 -1.19 -0.49 -0.308
C 3.0934 2.4079 -4.6227 -1.13 0.04 1.31 0.811
C 2.4529 2.2749 -3.3020 -0.71 1.99 -1.61 -0.639
N 2.8425 1.2750 -2.3310 -0.43 -0.53 -1.41 -0.308
I 4.5823 1.8049 -1.3440 0.10 0.03 0.15 0.081
C 2.9342 -0.0487 -2.9210 0.24 -2.72 -1.36 -0.007
C 2.2878 -1.1977 -2.2976 1.02 0.05 -1.46 -0.466
C 2.3859 -2.5160 -2.9169 0.67 0.66 -0.91 -0.635
C 3.0954 -2.7639 -4.1784 -0.05 2.55 1.17 -0.450
C 3.7406 -1.6203 -4.8075 -0.83 0.38 1.29 -0.498
C 3.6492 -0.3138 -4.1875 -0.97 0.06 1.15 0.812
S 4.3980 1.1668 -4.9600 -1.12 -0.22 0.29 -0.303
H -4.2739 1.1963 -1.7293 0.64 0.10 -0.94 0.331
H -3.2888 2.1310 -2.9488 -0.17 -0.94 0.29 0.149
H -3.7747 0.3594 -3.2379 0.56 0.95 0.52 0.294
H -2.3214 1.0150 -0.6091 0.56 -0.28 -1.00 0.196
H -2.1131 -0.4702 -1.5780 -0.06 1.09 -0.32 0.360
H 0.0156 0.5380 -1.9031 -0.52 1.04 -0.30 -0.671
H -0.8031 1.1505 -3.3924 -0.04 0.09 1.10 0.270
H -1.2520 3.3748 -2.3769 0.83 -0.30 0.40 0.030
H -0.9871 2.7523 -0.7159 0.65 0.06 -0.98 0.471
H -0.4479 5.2768 -2.6015 0.24 -0.09 -1.00 0.291
H 0.3904 6.2962 -3.8292 -0.61 -0.83 0.27 0.509
H -2.2610 5.6520 -4.3361 0.97 -0.45 -0.11 0.545
H -0.9901 5.8244 -5.6003 -0.55 -0.56 0.83 0.351
H -1.3322 2.9344 -4.5234 -0.44 0.79 -0.78 -0.030
H -0.8802 3.6026 -6.1632 -0.78 -0.16 0.94 0.464
H 1.3103 5.1055 -5.9993 0.38 -0.69 0.90 0.335
H 3.3217 2.4708 -7.5377 0.34 0.89 0.44 0.357
H 4.6108 3.5065 -6.6686 -0.97 -0.39 -0.57 0.427
H 3.8123 4.7376 -8.7293 -0.78 -0.11 0.65 0.343
H 2.0699 4.5902 -8.0823 1.00 0.60 0.08 0.313
H 1.7362 -1.0204 -1.3427 0.54 -0.38 -0.93 0.428
H 1.9083 -3.4027 -2.4350 0.36 1.04 -0.33 0.336
H 3.1332 -3.7723 -4.6531 -0.06 1.03 0.60 0.349
H 4.2986 -1.6821 -5.7732 -0.63 -0.12 0.97 0.331
C 2.2271 -0.3910 5.9454 0.21 0.24 0.16 -1.928
C 2.0108 -0.8389 4.4794 -0.03 -0.67 2.07 2.277
C 3.2771 -1.5429 3.9641 0.26 0.21 -0.45 -1.284
C 4.4245 -0.5807 3.6634 -0.04 0.02 0.05 -0.628
C 3.9635 0.5395 2.7360 -0.02 -0.53 -0.03 -0.921
C 2.7096 1.2723 3.2431 0.87 2.03 0.47 1.829
N 1.6210 0.3332 3.6412 0.37 -1.87 -2.97 0.347
O 1.0638 -0.1329 2.5293 -0.17 0.73 1.19 -0.519
C 3.0857 2.1852 4.4313 0.14 -0.14 0.36 -1.855
C 2.2513 2.2713 2.1600 -0.53 -0.50 -0.28 -1.868
C 0.8798 -1.8796 4.5765 -0.33 0.12 -0.66 -2.250
H 3.2361 -0.0317 6.1425 -0.06 0.10 -0.06 0.342
H 1.5175 0.3902 6.2290 0.06 -0.01 -0.09 0.357
H 2.0762 -1.2199 6.6399 -0.04 -0.08 -0.22 0.497
H 3.0456 -2.0982 3.0481 -0.16 0.10 0.02 0.393
H 3.6129 -2.2856 4.6931 -0.22 0.06 0.10 0.359
H 4.8342 -0.1658 4.5894 -0.05 0.00 0.00 0.336
H 5.2447 -1.1302 3.1922 -0.04 0.04 0.04 0.388
H 4.7830 1.2517 2.6006 -0.21 0.15 0.03 0.391
H 3.7691 0.1111 1.7462 -0.18 0.07 0.05 0.158
H 2.1945 2.6332 4.8778 0.01 -0.09 -0.04 0.384
H 3.7292 3.0032 4.1004 -0.10 -0.10 -0.18 0.441
H 3.6437 1.6801 5.2164 -0.10 -0.05 0.02 0.334
H 2.0482 1.7926 1.2008 -0.09 -0.08 0.13 0.276
H 3.0243 3.0193 1.9714 0.09 -0.16 0.22 0.388
H 1.3497 2.8039 2.4751 0.02 -0.09 0.01 0.450
H -0.0452 -1.4220 4.9388 0.05 0.03 -0.05 0.533
H 1.1465 -2.6786 5.2718 0.21 0.23 0.05 0.463
H 0.6725 -2.3653 3.6215 0.00 0.22 -0.03 0.337
C -5.6097 -4.3075 4.5525 0.08 0.28 0.23 -1.837
C -4.9220 -4.8976 3.2973 -1.21 -0.51 1.72 1.814
C -3.5690 -5.5134 3.6917 0.44 0.20 -0.25 -1.402
C -2.4922 -4.4704 3.9819 -0.04 0.01 0.03 -0.510
C -2.3652 -3.4826 2.8267 0.06 -0.50 0.06 -0.935
C -3.7026 -2.8390 2.4282 0.31 2.06 0.64 1.971
N -4.7908 -3.8446 2.2459 2.08 -2.06 -1.92 0.364
O -4.5847 -4.4558 1.0858 -0.83 0.82 0.79 -0.574
C -4.1149 -1.7967 3.4909 -0.08 -0.06 0.37 -1.897
C -3.4774 -1.9878 1.1626 -0.22 -0.50 -0.45 -2.162
C -5.8672 -6.0354 2.8633 0.15 0.06 -0.73 -1.820
H -4.9137 -3.8339 5.2436 -0.02 0.09 -0.09 0.299
H -6.3772 -3.5799 4.2776 0.10 -0.01 -0.03 0.352
H -6.1082 -5.0854 5.1344 0.09 -0.10 -0.19 0.494
H -3.2094 -6.1646 2.8871 -0.15 0.09 -0.09 0.408
H -3.6933 -6.1544 4.5688 -0.24 0.04 -0.05 0.376
H -2.7098 -3.9408 4.9145 -0.03 0.00 -0.03 0.299
H -1.5330 -4.9729 4.1386 -0.05 0.04 0.01 0.436
H -1.6434 -2.7062 3.0963 -0.20 0.13 -0.12 0.040
H -1.9357 -4.0099 1.9671 -0.19 0.04 -0.07 0.443
H -5.1136 -1.4030 3.2859 0.03 -0.09 -0.01 0.395
H -3.4251 -0.9497 3.4884 0.04 -0.12 -0.19 0.407
H -4.1001 -2.1763 4.5100 -0.09 -0.06 -0.04 0.341
H -3.0706 -2.5672 0.3325 -0.17 -0.10 0.07 0.466
H -2.7611 -1.1875 1.3621 -0.05 -0.12 0.26 0.430
H -4.4095 -1.5215 0.8321 0.02 -0.09 0.02 0.538
H -6.8456 -5.6446 2.5716 0.08 0.02 -0.01 0.440
H -6.0229 -6.7383 3.6845 0.13 0.25 0.12 0.437
H -5.4688 -6.6199 2.0327 0.00 0.23 -0.06 0.353
```
Forces are in eV/Å.

- HOMO level (alpha / beta) (eV) = -8.14 / -8.14
- expectation value of S² = 2.01
- multiplicity = 3